C3H2FNO | wB97M-V/def2-TZVPD

highest occupied orbital energy (spin up / spin down): -7.40 / -7.40 eV
LUMO (spin up / spin down): 0.48 / 0.48 eV
relative energy (zero: lowest compared OMol25 entry of this formula, charge and spin): 597.9 kJ/mol
Kohn-Sham gap (spin up / spin down): 7.88 / 7.88 eV

Atoms and positions in Å:
F: -2.728 -0.141 -0.019
O: -0.647 -0.916 -0.036
N: 0.914 0.700 0.044
C: -1.476 0.058 -0.167
C: 0.020 1.663 0.008
C: 0.613 -0.657 0.053
H: 1.915 0.789 -0.025
H: 1.389 -1.496 0.143

Taken from the Löwdin analysis, the atomic charges in e are: number 1, F, carries 0.14; number 2, O, carries 0.05; number 3, N, carries -0.13; number 4, C, carries -0.22; number 5, C, carries 0.13; number 6, C, carries -0.26; number 7, H, carries 0.14; number 8, H, carries 0.15


C3H2FNO | wB97M-V/def2-TZVPD

highest occupied orbital energy: -9.28 eV
LUMO: 0.89 eV
relative energy (zero: lowest compared OMol25 entry of this formula, charge and spin): 74.9 kJ/mol
Kohn-Sham gap: 10.17 eV

Atoms and positions in Å:
F: 2.211 -0.206 0.052
O: 0.143 -1.214 -0.038
N: -1.068 0.632 0.040
C: 0.278 0.947 -0.065
C: -1.097 -0.660 -0.020
C: 1.010 -0.162 -0.100
H: 0.528 1.922 -0.006
H: -2.005 -1.259 0.135

Taken from the Löwdin analysis, the atomic charges in e are: number 1, F, carries 0.26; number 2, O, carries 0.11; number 3, N, carries 0.09; number 4, C, carries -0.06; number 5, C, carries -0.19; number 6, C, carries -0.43; number 7, H, carries 0.08; number 8, H, carries 0.14


C3H2FNS | wB97M-V/def2-TZVPD

highest occupied orbital energy: -9.99 eV
LUMO: -1.68 eV
relative energy (zero: lowest compared OMol25 entry of this formula, charge and spin): 269.6 kJ/mol
Kohn-Sham gap: 8.31 eV

Atoms and positions in Å:
S: 0.950 -1.608 1.178
F: -0.112 0.590 -1.781
N: -1.778 2.180 -0.089
C: 0.039 -0.826 0.074
C: -0.768 1.326 0.031
C: 0.353 0.467 -0.375
H: 1.505 0.668 -0.265
H: -0.995 -1.317 -0.309

Taken from the Löwdin analysis, the atomic charges in e are: number 1, S, carries 0.75; number 2, F, carries -0.07; number 3, N, carries 0.15; number 4, C, carries -0.67; number 5, C, carries -0.09; number 6, C, carries -0.40; number 7, H, carries 0.18; number 8, H, carries 0.14


C3H2FNiO2 | wB97M-V/def2-TZVPD

total charge: +1
highest occupied orbital energy (spin up / spin down): -14.64 / -14.35 eV
spin multiplicity: 3
LUMO (spin up / spin down): -5.72 / -6.98 eV
relative energy (zero: lowest compared OMol25 entry of this formula, charge and spin): 294.8 kJ/mol
Kohn-Sham gap (spin up / spin down): 8.91 / 7.37 eV

Atoms and positions in Å:
Ni: 1.572 0.204 0.125
F: -2.534 1.146 0.218
O: -0.079 0.306 -0.135
O: 4.855 0.674 -0.011
C: -2.363 -0.316 0.124
C: -1.210 -0.213 -0.541
C: 3.744 0.577 0.057
H: -1.365 -1.387 -0.774
H: -2.620 -0.990 0.936

Taken from the Löwdin analysis, the atomic charges in e are: number 1, Ni, carries 0.59; number 2, F, carries -0.02; number 3, O, carries -0.10; number 4, O, carries 0.19; number 5, C, carries 0.10; number 6, C, carries -0.15; number 7, C, carries 0.06; number 8, H, carries 0.18; number 9, H, carries 0.16


C3H2FO2Zn | wB97M-V/def2-TZVPD

total charge: +2
highest occupied orbital energy (spin up / spin down): -17.26 / -20.08 eV
spin multiplicity: 2
LUMO (spin up / spin down): -13.11 / -12.97 eV
relative energy (zero: lowest compared OMol25 entry of this formula, charge and spin): 112.8 kJ/mol
Kohn-Sham gap (spin up / spin down): 4.16 / 7.12 eV

Atoms and positions in Å:
Zn: 3.377 -0.414 -0.199
F: 1.015 1.668 0.418
O: 1.660 -0.333 -0.088
O: -1.674 -0.469 -1.386
C: -1.089 0.171 -0.432
C: -0.720 -0.139 0.822
C: 0.725 0.409 0.198
H: -1.055 0.311 1.756
H: -2.237 -1.205 -1.090

Taken from the Löwdin analysis, the atomic charges in e are: number 1, Zn, carries 1.46; number 2, F, carries 0.20; number 3, O, carries -0.06; number 4, O, carries 0.23; number 5, C, carries 0.01; number 6, C, carries 0.24; number 7, C, carries -0.42; number 8, H, carries 0.16; number 9, H, carries 0.19


C3H2GdLiO3 | wB97M-V/def2-TZVPD

total charge: +2
highest occupied orbital energy (spin up / spin down): -16.82 / -16.98 eV
spin multiplicity: 8
LUMO (spin up / spin down): -8.32 / -9.49 eV
relative energy (zero: lowest compared OMol25 entry of this formula, charge and spin): 157.8 kJ/mol
Kohn-Sham gap (spin up / spin down): 8.50 / 7.49 eV

Atoms and positions in Å:
Gd: -0.193 -3.417 2.191
O: -0.371 0.063 -2.263
O: 1.075 -0.233 2.145
O: -0.209 -0.525 0.348
C: -0.009 0.868 -0.038
C: -0.286 1.073 -1.338
C: 0.319 -0.957 1.486
Li: 1.496 1.438 1.272
H: -1.248 -0.362 -2.076
H: -0.575 2.051 -1.728

Taken from the Löwdin analysis, the atomic charges in e are: number 1, Gd, carries 1.81; number 2, O, carries 0.06; number 3, O, carries -0.12; number 4, O, carries -0.11; number 5, C, carries 0.01; number 6, C, carries -0.11; number 7, C, carries -0.62; number 8, Li, carries 0.78; number 9, H, carries 0.16; number 10, H, carries 0.15


C3H2I2N2O2 | wB97M-V/def2-TZVPD

highest occupied orbital energy (spin up / spin down): -10.41 / -7.86 eV
LUMO (spin up / spin down): -1.02 / -3.81 eV
Kohn-Sham gap (spin up / spin down): 9.39 / 4.05 eV

Atoms and positions in Å:
I: -1.347 2.730 0.256
I: -4.248 -1.466 -0.115
O: 0.358 -2.311 0.235
O: 1.968 1.905 -0.580
N: 1.517 -0.353 -0.238
N: -0.602 -0.202 0.358
C: 1.224 1.010 -0.267
C: 0.439 -1.126 0.122
C: -0.173 1.052 0.150
H: 2.417 -0.736 -0.481
H: -1.553 -0.504 0.561

Taken from the Löwdin analysis, the atomic charges in e are: number 1, I, carries 0.94; number 2, I, carries 0.14; number 3, O, carries 0.11; number 4, O, carries 0.07; number 5, N, carries 0.20; number 6, N, carries 0.08; number 7, C, carries -0.53; number 8, C, carries -0.51; number 9, C, carries -0.71; number 10, H, carries 0.17; number 11, H, carries 0.03


C3H2IN | wB97M-V/def2-TZVPD

highest occupied orbital energy (spin up / spin down): -8.68 / -9.64 eV
LUMO (spin up / spin down): -1.54 / -0.65 eV
relative energy (zero: lowest compared OMol25 entry of this formula, charge and spin): 442.5 kJ/mol
Kohn-Sham gap (spin up / spin down): 7.14 / 8.99 eV

Atoms and positions in Å:
I: -0.757 2.833 0.243
N: 0.036 -2.514 -0.779
C: 0.904 -0.252 -0.114
C: -0.684 0.857 0.584
C: 0.319 -1.406 -0.496
H: -1.487 0.111 1.024
H: 1.669 0.372 -0.464

Taken from the Löwdin analysis, the atomic charges in e are: number 1, I, carries 0.80; number 2, N, carries 0.16; number 3, C, carries 0.03; number 4, C, carries -0.69; number 5, C, carries -0.37; number 6, H, carries 0.04; number 7, H, carries 0.04


C3H2IN3O2 | wB97M-V/def2-TZVPD

highest occupied orbital energy (spin up / spin down): -8.56 / -8.56 eV
LUMO (spin up / spin down): -1.67 / -1.66 eV
relative energy (zero: lowest compared OMol25 entry of this formula, charge and spin): 71.8 kJ/mol
Kohn-Sham gap (spin up / spin down): 6.90 / 6.90 eV

Atoms and positions in Å:
I: -4.300 1.048 -0.295
O: 0.940 -2.986 -0.627
O: 2.360 -1.792 0.459
N: -1.265 1.245 -0.031
N: 0.367 -0.993 -0.087
N: 1.284 -1.972 -0.076
C: 0.816 0.222 0.022
C: -2.401 1.293 0.323
C: -0.002 1.345 0.056
H: 1.955 0.170 0.049
H: 0.246 2.421 0.208

Taken from the Löwdin analysis, the atomic charges in e are: number 1, I, carries 0.92; number 2, O, carries 0.07; number 3, O, carries 0.03; number 4, N, carries -0.04; number 5, N, carries 0.09; number 6, N, carries -0.50; number 7, C, carries -0.10; number 8, C, carries -0.61; number 9, C, carries -0.16; number 10, H, carries 0.15; number 11, H, carries 0.14


C3H2INS | wB97M-V/def2-TZVPD

highest occupied orbital energy: -9.03 eV
LUMO: -0.91 eV
relative energy (zero: lowest compared OMol25 entry of this formula, charge and spin): 509.4 kJ/mol
Kohn-Sham gap: 8.12 eV

Atoms and positions in Å:
I: -3.501 -0.517 -0.028
S: -1.124 1.617 -0.109
N: 0.725 1.653 0.388
C: 1.212 0.647 -0.113
C: 1.620 -0.596 -0.143
C: -1.487 -0.019 0.165
H: 1.149 -1.352 0.665
H: 1.406 -1.434 -0.825

Taken from the Löwdin analysis, the atomic charges in e are: number 1, I, carries 0.71; number 2, S, carries 0.75; number 3, N, carries -0.15; number 4, C, carries -0.40; number 5, C, carries -0.04; number 6, C, carries -1.03; number 7, H, carries 0.11; number 8, H, carries 0.06


Computed electronic energy (a.u.) in order:
-345.1243, -345.3235, -668.1671, -1873.6666, -2144.2186, -1113.5907, -970.8886, -467.7414, -727.7231, -865.9345